ORCA calculation (ωB97M-V with the def2-TZVPD basis set) on a structure of composition C30H46As3BrN2O2OsP.

Summary:
* E_tot: -11143.30814 Ha
* HOMO energy (alpha / beta): -0.558 / -0.558 Eh
* charge: +3
* HOMO-LUMO gap (alpha / beta): 4.4002 / 4.4796 eV
* LUMO level (alpha / beta): -10.8 / -10.7 eV
* energy relative to the best compared isomer or geometry (same formula, charge and spin): 0.0 kcal per mole

Positions of all 86 atoms, in Å:
Os: -0.11124 -0.63918 -0.38416
Br: 2.91014 -5.28154 -5.30895
As: 1.72171 -0.31563 1.22134
As: 0.09406 1.82745 -0.84447
As: 1.39932 4.92726 1.77811
P: -3.12359 -0.92704 -2.20500
O: -1.81322 -0.42812 -1.56804
O: 1.29267 -0.80173 -1.69717
N: -0.42116 -2.69387 -0.41425
N: -1.42901 -0.84903 1.22587
C: 2.94263 -2.62972 -4.31012
C: 0.10747 -3.49563 -1.27687
C: 2.65661 2.47360 0.58312
C: -2.78273 -0.14688 3.07370
C: 3.95675 3.27155 0.41454
C: -1.87580 0.09612 2.03558
C: -3.23724 -1.42096 3.26904
C: -1.79015 -4.44892 0.72712
C: 1.04504 -3.13464 -2.30427
C: 1.85768 2.63515 -0.71368
C: 2.38635 -3.91106 -4.16597
C: -1.86212 -2.14330 1.41380
C: -2.72262 -4.77120 1.73216
C: -3.20679 -3.80666 2.57020
C: -2.78197 -2.46481 2.42824
C: -1.35843 -3.15625 0.56386
C: 1.46153 -4.15526 -3.16484
C: -0.23118 2.08630 -2.73108
C: 1.60596 -1.83965 -2.46379
C: -2.90433 -2.50539 -3.01838
C: 2.75461 -1.95409 1.20991
C: 1.87255 2.98460 1.79650
C: 2.57010 -1.61928 -3.45916
C: -3.67908 0.24392 -3.43002
C: 0.16195 4.79550 3.29182
C: 3.06982 1.00620 0.77379
C: -4.42777 -1.10862 -0.99457
C: -1.15705 3.06143 -0.03424
C: 1.25161 -0.14768 3.08666
C: 2.92181 5.62457 2.78367
H: 3.09132 -2.16803 0.19651
H: 0.61473 0.71065 3.27720
H: 2.42622 2.77458 2.71695
H: -3.94100 -1.64555 4.06136
H: -3.10686 0.67455 3.69659
H: -3.04367 -5.79805 1.83967
H: -0.09297 5.80203 3.62005
H: 1.68452 3.69542 -0.91438
H: 3.62293 -1.83442 1.85744
H: 0.05098 3.10762 -2.98520
H: -1.42411 -5.25377 0.10424
H: 3.67186 -2.45060 -5.08886
H: 2.99671 -0.62856 -3.54796
H: 3.78978 5.74830 2.14014
H: 2.17863 -0.03080 3.64747
H: -2.95682 0.32257 -4.24281
H: -1.28160 1.93462 -2.96076
H: -0.15324 -4.54951 -1.24205
H: -0.76398 4.30269 2.99201
H: 0.91122 2.45826 1.87601
H: -3.83997 -2.79034 -3.50313
H: 3.74198 4.31307 0.17074
H: 4.54496 3.25243 1.33350
H: -4.69794 -0.13328 -0.58803
H: 1.06069 -5.15395 -3.04428
H: 3.17171 4.97712 3.62384
H: -3.82916 1.22335 -2.97488
H: 3.79163 0.92535 1.59152
H: -4.10921 -1.76608 -0.18473
H: 2.13838 -2.77287 1.57789
H: -1.50793 1.09501 1.84978
H: 0.75658 -1.06472 3.40403
H: 4.56980 2.86301 -0.39091
H: 3.55583 0.62159 -0.12738
H: -2.64519 -3.27555 -2.29136
H: -2.14908 2.88163 -0.44699
H: -3.91275 -4.05614 3.35191
H: -2.12445 -2.43166 -3.77710
H: -0.84338 4.07819 -0.27003
H: 0.37880 1.38975 -3.30336
H: -4.63147 -0.09627 -3.84182
H: 0.61197 4.25950 4.12796
H: 2.64445 6.60652 3.16528
H: -1.18710 2.95733 1.04710
H: -5.30754 -1.54287 -1.47260
H: 2.41882 2.23035 -1.56056